{"formula": "C42H85FN8O12P", "method": "ωB97M-V/def2-TZVPD", "max_force_ev_per_a": 5.0, "total_charge": -1, "e_tot_ha": -3433.33105, "homo_lumo_gap_ev": 6.56, "elements": ["C", "C", "O", "O", "C", "C", "C", "C", "C", "P", "N", "F", "C", "C", "O", "C", "C", "C", "C", "C", "C", "C", "C", "C", "O", "C", "C", "C", "O", "H", "H", "H", "H", "H", "H", "H", "H", "H", "H", "H", "H", "H", "H", "H", "H", "H", "H", "H", "H", "H", "H", "H", "H", "H", "H", "H", "H", "H", "H", "H", "H", "H", "H", "H", "H", "C", "C", "O", "N", "C", "H", "H", "H", "H", "H", "H", "H", "C", "C", "O", "N", "C", "H", "H", "H", "H", "H", "H", "H", "C", "C", "O", "N", "C", "H", "H", "H", "H", "H", "H", "H", "C", "C", "O", "N", "C", "H", "H", "H", "H", "H", "H", "H", "C", "C", "O", "N", "C", "H", "H", "H", "H", "H", "H", "H", "C", "C", "O", "N", "C", "H", "H", "H", "H", "H", "H", "H", "C", "C", "O", "N", "C", "H", "H", "H", "H", "H", "H", "H"], "coordinates": [[0.723, -3.604, -2.347], [0.713, -4.010, -0.807], [-0.324, -4.599, -0.373], [1.727, -3.732, 0.141], [3.042, -4.152, -0.305], [4.265, -3.327, 0.331], [4.637, -1.978, -0.510], [3.631, -0.829, 0.087], [3.627, 0.383, -0.994], [2.219, 1.661, -0.741], [0.933, 2.820, -0.340], [1.987, 1.007, 0.899], [3.535, 2.828, 0.063], [2.907, 3.943, 1.044], [2.603, 5.119, 0.711], [2.689, 3.593, 2.619], [1.317, 3.391, 3.295], [1.321, 3.119, 4.848], [2.656, 3.074, 5.679], [4.047, 3.252, 4.979], [4.023, 3.517, 3.455], [0.992, 0.286, -1.326], [-0.382, 0.786, -1.944], [-1.629, 0.858, -0.936], [-0.764, -0.212, -2.979], [2.503, 2.331, -2.499], [2.613, 3.913, -2.670], [1.519, 4.360, -3.801], [3.919, 4.289, -3.250], [0.889, -4.583, -2.944], [-0.280, -3.180, -2.720], [1.523, -2.837, -2.634], [3.191, -4.170, -1.436], [3.176, -5.247, 0.052], [4.024, -2.995, 1.396], [5.157, -4.043, 0.383], [4.291, -2.193, -1.588], [5.737, -1.691, -0.426], [2.622, -1.349, 0.191], [4.104, -0.496, 1.070], [3.629, -0.132, -2.023], [4.680, 0.864, -0.901], [0.297, 2.498, 0.394], [0.473, 3.271, -1.130], [4.138, 2.149, 0.789], [4.321, 3.237, -0.654], [0.349, 3.440, 2.704], [0.368, 2.967, 5.459], [2.671, 2.912, 6.814], [5.016, 3.216, 5.596], [5.031, 3.668, 2.937], [1.465, -0.439, -2.099], [0.735, -0.392, -0.420], [-0.305, 1.780, -2.535], [-1.371, 1.127, 0.140], [-2.076, -0.211, -0.895], [-2.427, 1.523, -1.419], [-1.650, 0.090, -3.286], [3.521, 1.896, -2.843], [1.752, 1.952, -3.285], [2.366, 4.545, -1.756], [1.631, 5.467, -4.061], [0.487, 4.218, -3.293], [1.537, 3.656, -4.701], [3.759, 4.306, -4.224], [-4.858, -7.697, -1.746], [-5.254, -6.503, -0.921], [-6.399, -6.056, -0.926], [-4.298, -5.919, -0.154], [-2.905, -6.298, -0.015], [-5.723, -8.055, -2.304], [-4.078, -7.418, -2.458], [-4.507, -8.501, -1.096], [-4.633, -5.125, 0.371], [-2.719, -6.523, 1.034], [-2.289, -5.449, -0.315], [-2.650, -7.164, -0.622], [-0.578, 9.958, 1.761], [-0.943, 8.847, 0.813], [-2.025, 8.816, 0.232], [-0.032, 7.861, 0.611], [1.286, 7.723, 1.199], [-1.401, 10.670, 1.821], [-0.395, 9.554, 2.759], [0.309, 10.483, 1.399], [-0.345, 7.149, -0.036], [2.018, 7.699, 0.390], [1.321, 6.778, 1.740], [1.523, 8.540, 1.879], [4.328, -2.766, 5.840], [3.390, -1.637, 5.501], [3.482, -0.535, 6.020], [2.416, -1.870, 4.585], [2.141, -3.088, 3.859], [5.049, -2.428, 6.584], [3.768, -3.606, 6.256], [4.872, -3.080, 4.947], [1.828, -1.066, 4.412], [2.217, -2.869, 2.792], [1.119, -3.400, 4.087], [2.829, -3.892, 4.114], [-0.811, 8.922, -2.589], [0.318, 8.126, -3.186], [0.471, 6.934, -2.951], [1.188, 8.773, -4.012], [1.177, 10.164, -4.409], [-1.418, 8.276, -1.955], [-0.414, 9.733, -1.975], [-1.446, 9.324, -3.382], [1.919, 8.176, -4.374], [1.097, 10.210, -5.498], [2.122, 10.617, -4.101], [0.350, 10.714, -3.963], [-4.605, -7.580, 4.201], [-3.455, -8.147, 3.413], [-3.469, -8.204, 2.190], [-2.375, -8.606, 4.104], [-2.172, -8.626, 5.536], [-5.389, -7.256, 3.516], [-5.018, -8.344, 4.864], [-4.273, -6.716, 4.780], [-1.644, -8.972, 3.510], [-1.275, -8.045, 5.763], [-2.015, -9.661, 5.847], [-3.018, -8.210, 6.080], [-9.304, -2.591, 2.656], [-7.802, -2.686, 2.611], [-7.081, -1.790, 3.031], [-7.253, -3.813, 2.083], [-7.932, -4.972, 1.541], [-9.594, -1.639, 3.101], [-9.712, -2.638, 1.644], [-9.712, -3.399, 3.267], [-6.242, -3.806, 2.086], [-7.620, -5.849, 2.113], [-7.621, -5.095, 0.501], [-9.015, -4.876, 1.586], [0.578, -1.487, -5.251], [1.287, -0.477, -6.113], [1.934, 0.445, -5.637], [1.192, -0.615, -7.467], [0.481, -1.628, -8.215], [0.743, -1.251, -4.202], [-0.496, -1.458, -5.448], [0.972, -2.488, -5.448], [1.692, 0.098, -7.979], [1.199, -2.155, -8.848], [-0.258, -1.132, -8.849], [-0.021, -2.343, -7.566]], "forces_ev_per_a": [[0.8, -0.2, -0.4], [-3.7, -1.4, 1.5], [4.1, 2.4, -1.5], [-0.6, -0.4, -2.7], [2.1, -1.0, 0.5], [0.3, 0.5, -0.4], [-2.0, -0.7, 0.9], [1.8, -0.3, -1.7], [1.6, -1.8, 0.8], [0.2, -0.8, -0.4], [-0.3, 0.0, 0.3], [-0.2, 0.6, -0.2], [1.4, 0.7, 2.8], [-0.5, 1.7, -0.6], [1.2, -3.4, 0.9], [0.5, -0.8, 2.6], [3.8, -0.1, 2.5], [3.4, 0.6, -1.0], [0.4, 0.6, -3.6], [-4.0, 0.4, -2.1], [-2.5, -0.5, 1.9], [-1.5, -1.3, -0.3], [-0.2, -0.1, -0.1], [0.0, -1.0, -0.5], [-0.9, 1.0, 0.5], [0.8, 0.5, -1.1], [-1.5, 0.1, -2.3], [-0.4, -0.4, 1.4], [-0.9, 0.0, -0.2], [-0.1, 1.6, 1.0], [1.4, -0.7, 1.2], [-1.0, -1.2, 0.6], [-0.6, 0.3, 1.4], [-0.4, 1.6, -0.6], [0.2, -0.6, -1.3], [-1.2, 0.8, -0.1], [1.0, 0.5, 1.4], [-1.5, -0.4, -0.3], [1.3, 1.1, 0.1], [-1.1, -0.4, -1.1], [-0.3, 0.9, 1.3], [-1.6, -0.6, -0.3], [0.3, 0.2, -0.7], [0.0, -0.3, 0.5], [-1.0, 1.0, -1.1], [-1.3, -0.1, 0.8], [1.5, -0.1, 0.9], [1.4, 0.3, -1.3], [-0.3, 0.2, -2.0], [-1.7, 0.0, -1.2], [-1.8, -0.3, 0.6], [-0.7, 1.4, 1.0], [0.3, 1.1, -1.4], [0.2, -1.5, 1.2], [-0.4, 0.0, -1.6], [0.8, 1.6, 0.0], [1.0, -0.7, 1.0], [0.9, -0.4, 0.2], [-1.6, 0.9, 0.5], [1.0, 0.4, 1.3], [0.9, -1.0, -1.0], [-0.2, -1.8, 0.3], [1.5, 0.4, -1.0], [0.2, 0.9, 1.1], [0.3, -0.1, 1.3], [-0.1, -0.2, -0.1], [0.0, 0.5, 0.5], [0.1, -0.2, -0.3], [-0.6, -0.5, -0.5], [0.2, 0.8, 0.2], [0.0, 0.2, 0.1], [0.1, -0.1, 0.1], [0.1, 0.1, -0.1], [0.1, -0.1, -0.1], [0.2, -0.1, -0.2], [0.1, -0.3, 0.0], [-0.2, 0.1, 0.1], [-0.1, 0.2, 0.1], [0.0, -0.7, -0.4], [-0.1, 0.2, 0.2], [-0.6, 0.8, 0.2], [0.0, -0.3, -0.1], [0.0, -0.2, -0.1], [0.2, 0.1, -0.1], [0.1, -0.1, 0.2], [0.2, 0.0, 0.0], [0.2, -0.1, 0.2], [0.3, 0.1, -0.1], [-0.2, 0.0, -0.1], [0.2, -0.1, 0.1], [-0.3, 0.6, -0.1], [0.2, -0.2, 0.2], [0.3, -0.1, 0.4], [-0.3, 0.4, -0.2], [-0.2, 0.1, -0.1], [0.1, -0.1, -0.1], [-0.1, -0.2, 0.1], [0.1, 0.0, -0.1], [-0.1, -0.3, 0.0], [0.1, -0.3, -0.2], [0.0, 0.2, 0.0], [0.0, -0.1, -0.1], [0.1, -0.5, 0.1], [-0.2, 0.6, 0.1], [-0.2, -0.1, 0.2], [0.4, -0.4, -0.2], [0.2, 0.1, -0.1], [-0.2, 0.1, -0.1], [0.0, 0.2, 0.1], [-0.1, 0.1, 0.1], [0.0, 0.3, 0.0], [-0.1, 0.3, -0.1], [0.1, -0.2, 0.0], [-0.1, 0.1, 0.0], [0.2, -0.2, -0.5], [-0.2, -0.2, 0.4], [-0.4, 0.2, -0.1], [0.4, -0.2, -0.3], [0.2, -0.1, 0.0], [0.0, 0.1, 0.1], [-0.1, -0.1, 0.1], [-0.1, 0.1, 0.1], [-0.1, 0.0, 0.3], [0.0, 0.1, 0.3], [0.1, 0.0, -0.2], [-0.2, 0.1, 0.0], [0.7, 0.2, 0.1], [-0.3, -0.1, 0.0], [-0.4, 0.4, 0.3], [0.4, 0.0, -0.2], [0.2, -0.1, 0.0], [-0.1, -0.1, 0.1], [-0.1, 0.0, -0.2], [-0.1, 0.0, 0.0], [-0.2, -0.2, -0.1], [-0.2, -0.3, 0.2], [0.1, 0.1, 0.1], [0.2, -0.2, 0.0], [0.4, 0.5, 0.3], [-0.2, -0.3, -0.2], [0.0, -0.1, 0.2], [0.3, 0.4, -0.2], [-0.1, 0.2, -0.3], [0.0, -0.2, 0.1], [-0.2, -0.1, -0.1], [-0.1, -0.1, 0.1], [-0.2, -0.2, -0.1], [-0.1, -0.3, -0.1], [0.1, 0.1, 0.0]], "lowdin_charge": [-0.010, -0.376, 0.019, -0.065, -0.194, -0.178, -0.190, -0.229, -0.307, 0.538, -0.087, -0.346, -0.185, -0.329, -0.034, -0.084, -0.017, -0.074, -0.092, -0.083, -0.032, -0.213, -0.409, -0.075, -0.154, -0.221, -0.390, -0.090, -0.120, 0.102, 0.101, 0.075, 0.121, 0.130, 0.093, 0.104, 0.097, 0.106, 0.083, 0.112, 0.074, 0.091, 0.025, 0.033, 0.079, 0.097, 0.089, 0.071, 0.076, 0.083, 0.093, 0.080, 0.094, 0.120, 0.071, 0.086, 0.077, 0.086, 0.099, 0.076, 0.119, 0.050, 0.078, 0.078, 0.076, -0.011, -0.537, -0.008, 0.028, -0.074, 0.080, 0.084, 0.084, 0.134, 0.059, 0.056, 0.083, -0.018, -0.565, -0.007, 0.030, -0.072, 0.078, 0.083, 0.080, 0.141, 0.083, 0.069, 0.073, -0.018, -0.561, 0.021, 0.016, -0.073, 0.079, 0.079, 0.080, 0.148, 0.065, 0.084, 0.074, -0.015, -0.525, 0.024, 0.005, -0.087, 0.066, 0.085, 0.087, 0.140, 0.079, 0.080, 0.073, -0.004, -0.536, 0.015, 0.005, -0.080, 0.077, 0.085, 0.089, 0.142, 0.084, 0.082, 0.074, -0.019, -0.559, 0.020, 0.009, -0.079, 0.081, 0.083, 0.081, 0.132, 0.078, 0.053, 0.074, -0.025, -0.536, 0.038, -0.005, -0.091, 0.038, 0.088, 0.084, 0.136, 0.078, 0.079, 0.072]}